{"formula": "C4H15N2O2", "method": "ωB97M-V with the def2-TZVPD basis set", "elements": ["O", "O", "N", "N", "C", "C", "C", "C", "H", "H", "H", "H", "H", "H", "H", "H", "H", "H", "H", "H", "H", "H", "H"], "xyz": [[5.5801, 0.4759, -0.3023], [0.5124, -1.3123, 2.0068], [-1.1402, 0.6365, 1.6446], [0.6559, 0.6598, -0.3647], [-1.2261, -0.1804, -1.6408], [-2.3249, -0.3478, -0.4093], [-2.3222, 0.8405, 0.7611], [0.1890, -0.3456, -1.2449], [-2.2945, 1.8175, 0.2124], [6.1710, 1.0916, -0.8103], [0.6208, -1.9740, 2.6399], [-1.2778, 1.2591, 2.4554], [0.1077, 0.6399, 0.4806], [-2.0504, -1.3353, 0.0305], [-0.2792, -0.6009, 2.0064], [1.6429, 0.5966, -0.1285], [-3.3366, 0.8693, 1.2492], [0.3583, -1.4720, -0.8423], [-1.6245, -0.9786, -2.2989], [-1.5206, 0.7210, -2.2644], [6.0499, -0.2819, -0.1013], [-3.3081, -0.5451, -0.9306], [0.8169, -0.2337, -2.1484]], "e_tot_ev": -11439.707, "e_above_lowest_kcal_mol": 210.0, "multiplicity": 2, "homo_energy_ha": [-0.6036, -0.6759], "gap_ha": [0.0740, 0.1822], "charge": 2}